DFT (the ωB97M-V functional and the def2-TZVPD basis) results for a molecular structure, H2Na9O13S3 at a distorted geometry.

ΔE to the lowest compared entry with this formula, charge and spin ... 21.0 kcal/mol
LUMO ... -12.7 eV
DFT total energy ... -98881.421 eV

```
! RIJCOSX wB97M-V def2-TZVPD def2/J DEFGRID3
* xyz 3 1
Na 1.04 -1.56 0.70
Na 1.33 -0.60 -2.86
Na 0.27 3.83 1.06
Na -2.59 -1.80 -0.15
Na -3.13 2.11 -1.04
Na -1.51 0.17 2.29
Na 3.21 1.45 0.06
Na -1.82 1.27 -4.05
Na 0.12 3.46 -2.57
S 4.19 -1.33 -0.91
O 3.39 -1.06 0.29
O 3.29 -1.83 -1.98
O 4.86 -0.04 -1.24
O 5.30 -2.22 -0.62
S -0.24 0.81 -0.77
O -0.56 2.21 -0.44
O -0.60 0.66 -2.17
O 1.16 0.45 -0.53
O -0.98 -0.04 0.17
S -1.67 -3.49 2.21
O -0.98 -2.24 1.72
O -1.53 -3.54 3.67
O -3.05 -3.44 1.83
O -0.97 -4.63 1.63
O -2.89 3.55 0.94
H -2.41 4.39 0.92
H -3.21 3.47 1.86
*
```

DFT (the ωB97M-V functional and the def2-TZVPD basis) results for a molecular structure, C4H6N2O.

ΔE to the lowest compared entry with this formula, charge and spin ... 125.4 kcal/mol
LUMO ... 0.4 eV
DFT total energy ... -9268.062 eV

```
! RIJCOSX wB97M-V def2-TZVPD def2/J DEFGRID3
* xyz 0 1
N -1.96 0.47 -0.36
C -0.66 -0.06 -0.17
C -0.49 -1.48 -0.50
N 0.59 -2.11 -0.31
C 1.66 1.14 0.18
O 2.30 1.36 1.34
C 0.41 0.64 0.21
H -2.67 -0.12 0.05
H -2.06 1.41 0.03
H -1.40 -1.94 -0.93
H 0.51 -3.08 -0.63
H 3.14 1.79 1.12
H 0.65 1.91 -0.12
*
```

DFT (the ωB97M-V functional and the def2-TZVPD basis) results for a molecular structure, AgH14O7 at a distorted geometry.

ΔE to the lowest compared entry with this formula, charge and spin ... 20.2 kcal/mol
LUMO ... -4.0 eV
DFT total energy ... -18552.393 eV

```
! RIJCOSX wB97M-V def2-TZVPD def2/J DEFGRID3
* xyz 1 1
Ag -21.56 19.65 0.86
O -24.02 19.31 1.10
H -24.23 19.65 1.97
H -24.47 18.44 1.11
O -21.90 21.65 -0.08
H -21.13 22.13 0.23
H -22.45 21.89 0.64
O -19.70 19.58 -0.69
H -20.31 19.39 -1.41
H -19.09 20.34 -0.94
O -19.13 17.10 0.90
H -19.86 17.30 1.48
H -19.19 17.75 0.17
O -22.28 17.63 -0.50
H -22.20 17.04 0.28
H -23.22 17.75 -0.66
O -21.34 18.08 2.45
H -22.11 17.58 2.73
H -20.94 18.26 3.34
O -22.44 21.16 2.66
H -21.98 21.93 2.94
H -22.19 20.48 3.29
*
```

DFT (the ωB97M-V functional and the def2-TZVPD basis) results for 2 unconnected molecules or ions with the total composition C3H3BrO at a distorted geometry.

ΔE to the lowest compared entry with this formula, charge and spin ... 94.9 kcal/mol
LUMO ... -0.1 eV
DFT total energy ... -75244.414 eV

```
! RIJCOSX wB97M-V def2-TZVPD def2/J DEFGRID3
* xyz 0 1
C 1.10 0.16 -0.01
C 0.96 1.39 0.68
C 1.32 -1.04 -0.38
O 0.99 1.48 -0.59
Br -4.10 0.88 0.39
H 1.36 -1.40 -1.36
H -2.96 0.34 0.78
H 1.35 -1.81 0.47
*
```

DFT (the ωB97M-V functional and the def2-TZVPD basis) results for a molecular structure, C3H6AsCl6F6NiO4PY at a distorted geometry.

ΔE to the lowest compared entry with this formula, charge and spin ... 17.7 kcal/mol
LUMO (alpha / beta) ... -5.8 / -5.8 eV
DFT total energy ... -215050.467 eV

```
! RIJCOSX wB97M-V def2-TZVPD def2/J DEFGRID3
* xyz 1 3
Y 0.30 0.34 3.46
Ni 1.36 0.47 -0.13
P -0.64 0.02 1.07
O -0.45 -0.42 -0.38
O 0.11 1.43 1.38
O 0.84 -0.54 1.55
O -1.31 -0.60 2.31
As 3.81 1.84 2.27
F 2.99 1.17 0.81
F 2.46 0.96 3.25
F 4.41 2.39 3.74
F 4.94 2.60 1.31
F 2.68 3.12 2.18
F 4.65 0.38 2.38
C -1.31 1.57 -2.60
Cl -1.37 1.98 -4.31
Cl 0.24 2.09 -1.88
H -2.10 2.11 -2.09
H -1.39 0.49 -2.50
C -3.61 -1.58 0.41
Cl -4.78 -2.88 0.19
Cl -3.78 -0.31 -0.81
H -3.79 -1.13 1.38
H -2.63 -2.04 0.39
C -0.45 -2.75 -2.61
Cl 1.14 -3.27 -2.06
Cl -0.33 -1.53 -3.89
H -0.98 -3.61 -2.99
H -1.01 -2.31 -1.80
*
```

DFT (the ωB97M-V functional and the def2-TZVPD basis) results for 2 unconnected molecules or ions with the total composition C10H21N2 at a distorted geometry.

ΔE to the lowest compared entry with this formula, charge and spin ... 55.7 kcal/mol
LUMO ... -2.9 eV
DFT total energy ... -13681.325 eV

```
! RIJCOSX wB97M-V def2-TZVPD def2/J DEFGRID3
* xyz 1 1
C -2.04 0.54 0.27
C 2.18 -1.46 1.18
C 2.28 -0.65 -0.04
C 0.69 -1.76 1.58
C -0.08 -0.64 -0.47
C 1.10 0.24 -0.36
C -2.62 1.83 -0.26
C -0.71 -0.70 -1.82
C 1.26 1.10 -1.66
C 0.91 1.29 0.76
N -2.72 0.02 1.30
N -0.23 -1.64 0.40
H 2.80 -2.32 1.04
H 2.37 -0.81 1.98
H 3.12 -0.01 -0.05
H 2.40 -1.33 -0.95
H 0.74 -2.91 1.75
H 0.19 -1.21 2.39
H -3.39 2.37 0.31
H -3.19 1.47 -1.21
H -1.86 2.56 -0.75
H 0.11 -1.07 -2.61
H -1.13 0.28 -2.10
H -1.60 -1.29 -1.86
H 1.35 0.52 -2.55
H 1.96 1.79 -1.56
H 0.41 1.69 -1.82
H -0.11 1.70 0.71
H 1.78 1.90 0.77
H 0.87 0.96 1.77
H -3.54 0.60 1.72
H -0.95 -2.28 0.33
H -2.37 -0.78 1.80
*
```

DFT (the ωB97M-V functional and the def2-TZVPD basis) results for a molecular structure, C8H19F6NO8S2V at a distorted geometry.

LUMO (alpha / beta) ... -4.2 / -9.3 eV
DFT total energy ... -90123.907 eV

```
! RIJCOSX wB97M-V def2-TZVPD def2/J DEFGRID3
* xyz 1 5
V 13.83 -18.02 24.06
C 14.82 -15.98 27.93
F 16.04 -15.93 27.34
F 14.69 -17.03 28.74
F 14.74 -14.97 28.77
S 13.34 -15.96 26.67
O 12.19 -15.38 27.34
O 13.84 -15.18 25.53
N 13.15 -17.55 26.07
S 11.97 -18.03 26.99
O 12.00 -17.74 28.41
O 10.68 -17.86 26.28
C 12.25 -19.94 26.90
F 11.29 -20.50 27.58
F 12.07 -20.33 25.66
F 13.46 -20.32 27.39
O 13.43 -19.80 23.05
H 13.43 -20.53 23.71
C 16.69 -19.00 26.77
C 16.52 -19.47 25.27
O 16.07 -18.28 24.44
H 17.38 -18.18 26.97
H 17.00 -19.86 27.38
H 15.70 -18.69 27.08
H 15.82 -20.28 25.12
H 17.42 -19.82 24.76
H 16.86 -17.86 24.09
C 15.07 -22.20 19.59
C 14.85 -20.79 20.22
O 15.42 -20.58 21.52
H 15.93 -22.23 18.92
H 14.16 -22.57 19.12
H 15.42 -22.87 20.37
H 13.80 -20.57 20.41
H 15.29 -20.10 19.50
H 14.68 -20.35 22.08
C 10.66 -21.95 21.50
C 10.33 -20.55 21.94
O 11.31 -19.68 21.43
H 9.89 -22.52 22.02
H 11.63 -22.23 21.91
H 10.59 -22.22 20.44
H 10.33 -20.40 23.02
H 9.39 -20.14 21.56
H 12.12 -19.80 21.93
*
```

DFT (the ωB97M-V functional and the def2-TZVPD basis) results for a molecular structure, C28H24ClN3O9STm at a distorted geometry.

ΔE to the lowest compared entry with this formula, charge and spin ... 0.0 kcal/mol
LUMO (alpha / beta) ... 2.3 / 2.3 eV
DFT total energy ... -105220.004 eV

```
! RIJCOSX wB97M-V def2-TZVPD def2/J DEFGRID3
* xyz -1 3
Tm -0.18 -0.05 -0.16
O 1.84 0.48 -1.73
C 2.27 -0.44 -2.72
C 2.03 -1.89 -2.30
N 0.62 -2.12 -1.96
C -0.23 -2.01 -3.14
C -0.76 -0.53 -3.30
O -0.99 -0.14 -4.43
O -0.90 0.09 -2.20
C 0.49 -3.39 -1.26
C 0.87 -3.15 0.25
O 1.39 -4.06 0.88
O 0.55 -2.00 0.67
H 2.39 0.37 -0.93
H 1.69 -0.20 -3.62
H 3.34 -0.30 -2.93
H 2.36 -2.56 -3.11
H 2.62 -2.11 -1.40
H 0.29 -2.30 -4.07
H -1.11 -2.64 -3.03
H -0.55 -3.72 -1.27
H 1.11 -4.19 -1.69
O -1.88 3.72 -1.28
S -1.59 3.13 0.00
O -2.10 3.84 1.15
N -1.89 1.53 0.08
C -3.14 1.08 -0.18
C -4.23 1.91 -0.47
C -5.48 1.39 -0.75
C -5.73 0.03 -0.71
C -4.69 -0.85 -0.37
C -4.87 -2.24 -0.26
C -3.82 -3.04 0.10
C -2.57 -2.44 0.32
N -2.35 -1.15 0.20
C -3.38 -0.34 -0.12
C 0.21 3.11 0.16
C 0.97 3.16 -0.99
C 2.35 3.30 -0.89
C 2.94 3.38 0.36
C 2.17 3.33 1.51
C 0.80 3.18 1.41
H -4.06 2.97 -0.49
H -6.28 2.07 -1.00
H -6.72 -0.36 -0.91
H -5.85 -2.68 -0.44
H -3.92 -4.11 0.20
H -1.72 -3.04 0.63
H 0.47 3.13 -1.94
H 2.95 3.35 -1.79
H 4.02 3.50 0.44
H 2.65 3.40 2.48
H 0.17 3.17 2.29
Cl 4.69 -0.72 5.81
C 3.83 -0.32 4.35
C 4.56 -0.05 3.19
C 3.91 0.22 2.02
C 2.48 0.25 1.94
O 1.90 0.48 0.83
C 1.77 0.00 3.16
C 0.34 0.00 3.16
O -0.40 0.23 2.21
C 2.47 -0.28 4.35
H 5.64 -0.10 3.22
H 4.46 0.42 1.12
H -0.12 -0.23 4.15
H 1.91 -0.48 5.25
*
```

DFT (the ωB97M-V functional and the def2-TZVPD basis) results for a molecular structure, C21H19Cl2IMgN2O7Sb.

ΔE to the lowest compared entry with this formula, charge and spin ... 0.0 kcal/mol
LUMO ... 2.1 eV
DFT total energy ... -84525.619 eV

```
! RIJCOSX wB97M-V def2-TZVPD def2/J DEFGRID3
* xyz -1 1
Mg 0.60 -0.88 0.71
I 0.45 -0.78 3.70
C -1.60 -0.38 3.54
C -2.30 -0.31 4.71
C -3.68 -0.01 4.68
C -4.30 0.21 3.48
C -3.57 0.14 2.26
C -4.22 0.39 1.03
C -3.51 0.33 -0.14
C -2.14 0.01 -0.11
C -1.43 -0.25 1.05
C -2.18 -0.18 2.26
H -1.81 -0.47 5.66
H -4.24 0.04 5.60
H -5.35 0.45 3.44
H -5.28 0.63 1.03
H -4.00 0.52 -1.08
H -1.62 -0.04 -1.07
Cl 3.48 -1.04 1.16
C 4.47 0.32 1.73
Cl 3.69 1.25 3.02
H 4.65 0.98 0.89
H 5.39 -0.09 2.12
O 1.21 -4.77 -0.33
C 1.13 -3.56 -0.41
O 1.03 -2.77 0.59
C 1.15 -2.95 -1.82
C 1.21 -3.85 -2.85
C 1.25 -3.43 -4.18
C 1.23 -2.10 -4.51
C 1.17 -1.16 -3.49
C 1.12 -1.53 -2.10
O 1.07 -0.64 -1.19
N 1.16 0.23 -3.92
O 1.14 1.12 -3.10
O 1.17 0.45 -5.13
N 1.32 -4.42 -5.25
O 1.34 -4.02 -6.40
O 1.35 -5.60 -4.94
H 1.23 -4.90 -2.60
H 1.26 -1.78 -5.54
C -0.29 2.92 2.07
Sb 1.00 2.37 0.44
C 2.22 4.13 0.73
C -0.25 3.18 -1.09
H -0.47 3.99 2.05
H 0.18 2.64 3.01
H -1.24 2.39 1.98
H 1.61 5.02 0.57
H 3.08 4.16 0.07
H 2.57 4.13 1.77
H -0.69 4.12 -0.74
H -1.04 2.46 -1.31
H 0.32 3.34 -2.00
*
```

DFT (the ωB97M-V functional and the def2-TZVPD basis) results for a molecular structure, C69H62CaN4O9P2Se2 at a distorted geometry.

ΔE to the lowest compared entry with this formula, charge and spin ... 19.6 kcal/mol
LUMO ... 3.6 eV
DFT total energy ... -264663.260 eV

```
! RIJCOSX wB97M-V def2-TZVPD def2/J DEFGRID3
* xyz -2 1
Ca -0.86 -0.51 -1.21
Se -0.52 -0.90 6.74
P 1.09 -0.95 5.37
C 2.35 -2.16 5.89
C 3.67 -2.03 5.47
C 4.66 -2.90 5.92
C 4.32 -3.93 6.79
C 3.01 -4.07 7.21
C 2.02 -3.18 6.78
C 2.01 0.62 5.42
C 1.63 1.63 4.53
C 2.22 2.89 4.61
C 3.19 3.15 5.57
C 3.58 2.14 6.46
C 2.99 0.88 6.38
C 0.63 -1.12 3.63
C 1.22 -1.20 2.35
N 0.31 -0.76 1.46
N -0.80 -0.47 2.12
N -0.65 -0.69 3.43
P 2.81 -1.46 1.56
Se 2.73 -1.89 -0.50
C 3.74 0.07 1.88
C 3.30 1.18 1.15
C 3.90 2.41 1.34
C 4.94 2.55 2.26
C 5.37 1.45 2.99
C 4.76 0.21 2.81
C 3.60 -2.89 2.37
C 2.77 -3.90 2.87
C 3.30 -5.12 3.25
C 4.67 -5.35 3.14
C 5.50 -4.35 2.65
C 4.97 -3.12 2.25
H 3.94 -1.21 4.81
H 5.68 -2.78 5.58
H 5.08 -4.62 7.13
H 2.74 -4.87 7.91
H 1.00 -3.26 7.13
H 0.87 1.44 3.78
H 1.92 3.67 3.91
H 3.66 4.13 5.63
H 4.33 2.34 7.21
H 3.27 0.11 7.08
H 2.47 1.08 0.44
H 3.54 3.27 0.78
H 5.40 3.52 2.41
H 6.16 1.56 3.72
H 5.11 -0.64 3.38
H 1.71 -3.71 2.95
H 2.65 -5.89 3.64
H 5.09 -6.31 3.43
H 6.57 -4.53 2.55
H 5.61 -2.37 1.82
C -4.06 2.62 -3.19
C -2.80 2.93 -3.98
C -3.06 3.79 -5.19
O -1.84 3.58 -3.16
C -0.85 2.63 -2.72
C -1.30 1.29 -3.41
O -2.19 1.74 -4.42
C -0.17 0.28 -3.97
O -0.07 -0.75 -3.08
C 1.21 1.03 -4.11
C 1.49 1.95 -5.12
C 2.72 2.60 -5.19
C 3.71 2.32 -4.25
C 3.45 1.41 -3.24
C 2.21 0.78 -3.17
C -0.48 -0.30 -5.40
C -0.18 -1.65 -5.58
C -0.33 -2.28 -6.81
C -0.80 -1.57 -7.91
C -1.11 -0.22 -7.75
C -0.95 0.40 -6.52
C -0.67 2.57 -1.15
O -0.12 1.35 -0.81
C -2.05 2.83 -0.44
C -2.62 1.86 0.38
C -3.80 2.10 1.08
C -4.45 3.32 0.96
C -3.88 4.31 0.17
C -2.69 4.07 -0.51
C 0.31 3.69 -0.67
C 0.22 4.26 0.61
C 1.17 5.17 1.07
C 2.24 5.54 0.26
C 2.37 4.95 -0.99
C 1.43 4.04 -1.44
H -4.46 3.53 -2.74
H -3.84 1.90 -2.39
H -4.80 2.18 -3.86
H -3.55 4.72 -4.89
H -3.69 3.25 -5.90
H -2.10 4.03 -5.67
H 0.08 2.94 -3.16
H -1.89 0.70 -2.69
H 0.73 2.18 -5.87
H 2.91 3.31 -5.99
H 4.67 2.82 -4.31
H 4.20 1.18 -2.49
H 2.00 0.07 -2.37
H 0.17 -2.19 -4.71
H -0.09 -3.33 -6.90
H -0.93 -2.06 -8.87
H -1.49 0.35 -8.59
H -1.22 1.45 -6.43
H -2.14 0.90 0.53
H -4.21 1.33 1.73
H -5.38 3.50 1.49
H -4.36 5.28 0.09
H -2.25 4.87 -1.09
H -0.59 3.97 1.26
H 1.06 5.59 2.06
H 2.97 6.26 0.61
H 3.22 5.20 -1.63
H 1.58 3.57 -2.41
O -3.39 -2.91 -2.15
C -3.75 -1.80 -1.72
O -2.99 -0.82 -1.39
C -5.24 -1.57 -1.56
C -6.13 -2.51 -2.07
C -7.52 -2.35 -1.95
C -7.95 -1.22 -1.29
O -9.25 -0.84 -1.04
C -9.16 0.40 -0.33
O -7.78 0.72 -0.18
C -7.08 -0.30 -0.79
C -5.72 -0.43 -0.90
H -5.71 -3.38 -2.57
H -8.22 -3.07 -2.35
H -9.62 0.29 0.64
H -9.66 1.18 -0.90
H -5.02 0.30 -0.52
C -1.02 -6.04 -0.18
N -0.95 -4.64 0.18
C -1.37 -4.29 1.53
C -0.70 -3.64 -0.71
C -0.38 -3.99 -2.15
O -0.75 -2.47 -0.34
H -0.75 -6.64 0.70
H -0.32 -6.29 -0.97
H -2.03 -6.33 -0.49
H -0.58 -4.47 2.26
H -2.24 -4.89 1.80
H -1.64 -3.24 1.58
H 0.14 -4.94 -2.27
H 0.23 -3.18 -2.55
H -1.32 -3.98 -2.69
*
```

DFT (the ωB97M-V functional and the def2-TZVPD basis) results for C3H4OS in the gas phase at a distorted geometry.

ΔE to the lowest compared entry with this formula, charge and spin ... 49.0 kcal/mol
SMILES ... O=C1C[C@@H]1S
LUMO ... 0.7 eV
DFT total energy ... -16055.986 eV

```
! RIJCOSX wB97M-V def2-TZVPD def2/J DEFGRID3
* xyz 0 1
C 0.79 0.59 0.26
C 0.63 -0.70 -0.40
C -0.43 -0.25 0.64
O 1.43 1.57 0.34
S -1.97 0.64 0.14
H 0.15 -0.70 -1.32
H 1.27 -1.48 -0.17
H -0.52 -0.78 1.61
H -1.36 1.10 -1.09
*
```

DFT (the ωB97M-V functional and the def2-TZVPD basis) results for C2H4N4 in the gas phase.

ΔE to the lowest compared entry with this formula, charge and spin ... 34.1 kcal/mol
SMILES ... Nc1cnn[nH]1
LUMO ... 0.7 eV
DFT total energy ... -8097.836 eV

```
! RIJCOSX wB97M-V def2-TZVPD def2/J DEFGRID3
* xyz 0 1
N 0.83 1.12 -0.79
C 0.21 0.13 -0.06
C 0.55 -1.12 0.38
N -0.45 -1.57 1.20
N -1.39 -0.72 1.26
N -1.01 0.37 0.51
H 0.35 2.01 -0.79
H 1.24 0.87 -1.68
H 1.39 -1.74 0.12
H -1.72 0.65 -0.16
*
```